No. 1
Formula: C3H8N3O
Source: OMol25
Level of theory: the ωB97M-V functional and the def2-TZVPD basis

Summary:
Relative energy (zero: lowest compared OMol25 entry of this formula, charge and spin), kJ/mol: 334.33
Total charge: +1
Lowest unoccupied orbital energy (alpha / beta), eV: -5.0 / -5.0

Cartesian coordinates (Å):
C (0.007, -1.936, 0.229)
C (1.083, -0.865, 0.570)
C (-0.442, -0.124, -0.826)
N (-0.758, -1.436, -0.649)
N (0.742, 0.212, -0.270)
N (1.405, 1.314, -0.601)
O (-2.069, 1.126, 0.387)
H (0.031, -2.958, 0.607)
H (1.075, -0.536, 1.735)
H (2.186, -1.045, 0.458)
H (-1.089, 0.457, -1.645)
H (0.927, 1.961, -1.198)
H (2.096, 1.719, -0.028)
H (-2.459, 1.539, 1.210)
H (-2.736, 0.572, 0.019)

Atom charges from the Mulliken analysis, given in e for atoms 1 to 2: number 1, C, carries 0.0352; number 2, C, carries -0.4810

=====

No. 2
Formula: C3H8N3S
Source: OMol25
Level of theory: the ωB97M-V functional and the def2-TZVPD basis

Summary:
SMILES string: C[N+](=C=[NH2+])CN[S-]
Relative energy (zero: lowest compared OMol25 entry of this formula, charge and spin), kJ/mol: 253.51
Total charge: +1
Lowest unoccupied orbital energy (alpha / beta), eV: -5.2 / -5.2

Cartesian coordinates (Å):
C (-0.969, 1.392, 0.286)
N (-0.105, 0.216, 0.054)
C (0.775, 0.075, -0.851)
N (1.298, 0.808, -1.776)
C (-0.587, -1.065, 0.748)
N (0.499, -1.878, 1.044)
S (1.534, -2.199, -0.210)
H (-1.946, 1.238, -0.042)
H (-1.116, 1.299, 1.358)
H (-0.433, 2.214, -0.037)
H (0.888, 1.640, -1.989)
H (1.945, 0.459, -2.485)
H (-1.354, -1.481, 0.173)
H (-1.170, -0.696, 1.635)
H (0.741, -2.022, 2.092)

Atom charges from the Mulliken analysis, given in e for atoms 1 to 2: number 1, C, carries -0.9827; number 2, N, carries -0.1343

=====

No. 3
Formula: C3H8N3S
Source: OMol25
Level of theory: the ωB97M-V functional and the def2-TZVPD basis

Summary:
Relative energy (zero: lowest compared OMol25 entry of this formula, charge and spin), kJ/mol: 559.67
Total charge: +1
Lowest unoccupied orbital energy, eV: -4.4

Cartesian coordinates (Å):
C (1.833, -0.679, 0.201)
C (1.103, 0.501, -0.521)
C (-1.065, -0.359, -0.797)
N (1.402, -1.803, 0.318)
N (-0.305, 0.610, -0.302)
N (-0.681, 1.500, 0.683)
S (-2.627, -0.547, 0.064)
H (2.967, -0.534, 0.294)
H (1.658, 1.411, -0.288)
H (1.251, 0.386, -1.662)
H (0.564, -2.100, -0.176)
H (-1.520, 1.992, 0.372)
H (-0.088, 2.352, 0.874)
H (-2.758, -1.950, -0.217)
H (-1.733, -0.780, 1.159)

Atom charges from the Mulliken analysis, given in e for atoms 1 to 2: number 1, C, carries 0.0562; number 2, C, carries -0.6812

=====

No. 4
Formula: C3H8N3S
Source: OMol25
Level of theory: the ωB97M-V functional and the def2-TZVPD basis

Summary:
Relative energy (zero: lowest compared OMol25 entry of this formula, charge and spin), kJ/mol: 350.09
Total charge: +1
Lowest unoccupied orbital energy (alpha / beta), eV: -5.2 / -5.2

Cartesian coordinates (Å):
C (1.615, -1.441, 0.354)
C (0.336, -0.856, -0.286)
C (2.107, 1.186, 0.026)
N (2.701, -0.926, 0.442)
N (2.902, 2.190, 0.229)
N (-2.851, -0.888, 0.127)
S (0.552, 0.890, -0.533)
H (1.610, -2.405, 0.769)
H (0.155, -1.462, -1.264)
H (-0.585, -0.918, 0.377)
H (3.904, 1.824, 0.441)
H (2.793, 3.162, -0.130)
H (-2.942, -0.210, 0.811)
H (-3.184, -1.818, 0.177)
H (-3.204, -0.503, -0.706)

Atom charges from the Mulliken analysis, given in e for atoms 1 to 2: number 1, C, carries 0.0677; number 2, C, carries -0.3330

=====

No. 5
Formula: C3H8N4
Source: OMol25
Level of theory: the ωB97M-V functional and the def2-TZVPD basis

Summary:
SMILES string: CN/N=C\C=N/N
Relative energy (zero: lowest compared OMol25 entry of this formula, charge and spin), kJ/mol: 533.00
Total charge: 0
Lowest unoccupied orbital energy, eV: 0.9

Cartesian coordinates (Å):
C (1.671, 0.193, -1.505)
N (0.847, 1.426, -1.148)
N (0.155, 1.560, 0.023)
C (-0.622, 0.669, 0.547)
C (-0.851, -0.548, -0.040)
N (-1.371, -1.492, 0.632)
N (-1.318, -1.413, 1.986)
H (2.036, -0.330, -0.455)
H (2.593, 0.635, -1.996)
H (1.092, -0.465, -2.353)
H (1.252, 2.371, -1.109)
H (-1.268, 0.735, 1.431)
H (-1.017, -0.482, -0.978)
H (-1.491, -0.633, 2.645)
H (-1.708, -2.226, 2.319)

Atom charges from the Mulliken analysis, given in e for atoms 1 to 2: number 1, C, carries -0.6883; number 2, N, carries -0.2587

=====

No. 6
Formula: C3H8N4O
Source: OMol25
Level of theory: the ωB97M-V functional and the def2-TZVPD basis

Summary:
SMILES string: C=CN/C(=N\N)NO
Relative energy (zero: lowest compared OMol25 entry of this formula, charge and spin), kJ/mol: 555.31
Total charge: 0
Lowest unoccupied orbital energy, eV: 0.9

Cartesian coordinates (Å):
C (0.913, 1.952, -1.979)
C (0.942, 0.847, -1.193)
N (0.587, 0.715, 0.193)
C (-0.091, -0.350, 0.876)
N (-0.893, -1.209, 0.531)
N (-1.607, -1.204, -0.562)
N (0.135, -0.352, 2.260)
O (-0.337, -1.411, 2.970)
H (1.470, 2.036, -2.884)
H (0.709, 2.867, -1.442)
H (1.289, -0.043, -1.813)
H (-0.101, 1.558, 0.460)
H (-1.162, -0.925, -1.495)
H (-2.001, -2.132, -0.746)
H (1.118, -0.432, 2.528)
H (-0.971, -1.917, 2.298)

Atom charges from the Mulliken analysis, given in e for atoms 1 to 2: number 1, C, carries -0.9021; number 2, C, carries 0.1208

=====

No. 7
Formula: C3H8N4O
Source: OMol25
Level of theory: the ωB97M-V functional and the def2-TZVPD basis

Summary:
SMILES string: [H]/N=C(/C(N)=O)N(C)N
Relative energy (zero: lowest compared OMol25 entry of this formula, charge and spin), kJ/mol: 172.36
Total charge: 0
Lowest unoccupied orbital energy, eV: 0.9

Cartesian coordinates (Å):
H (2.307, 0.278, -0.647)
N (1.621, 0.884, -0.208)
C (0.462, 0.383, -0.021)
C (-0.560, 1.417, 0.624)
N (0.109, 2.486, 1.073)
O (-1.763, 1.283, 0.700)
N (-0.047, -0.790, -0.413)
C (-1.187, -1.475, 0.144)
N (0.910, -1.751, -1.048)
H (1.097, 2.517, 0.858)
H (-0.391, 3.286, 1.424)
H (-1.860, -0.753, 0.597)
H (-1.717, -1.991, -0.660)
H (-0.862, -2.210, 0.885)
H (1.528, -1.211, -1.653)
H (0.354, -2.352, -1.656)

Atom charges from the Mulliken analysis, given in e for atoms 1 to 2: number 1, H, carries 0.2090; number 2, N, carries -0.7451

=====

No. 8
Formula: C3H8N4O
Source: OMol25
Level of theory: the ωB97M-V functional and the def2-TZVPD basis

Summary:
Relative energy (zero: lowest compared OMol25 entry of this formula, charge and spin), kJ/mol: 544.04
Total charge: 0
Lowest unoccupied orbital energy (alpha / beta), eV: 0.3 / 0.3

Cartesian coordinates (Å):
C (0.874, 0.078, 0.846)
C (-0.517, -0.118, -0.793)
C (-0.516, 1.215, -0.257)
N (-2.336, -0.606, 0.563)
N (0.299, -0.371, -1.897)
N (2.034, 0.718, 0.367)
N (-1.548, -0.921, -0.589)
O (-0.917, 2.083, 0.411)
H (-3.311, -0.752, 0.321)
H (-2.105, -1.263, 1.305)
H (0.349, -1.366, -2.074)
H (1.209, 0.070, -1.834)
H (2.866, 0.159, 0.270)
H (2.230, 1.632, 0.744)
H (0.937, -1.007, 0.840)
H (0.452, 0.449, 1.776)

Atom charges from the Mulliken analysis, given in e for atoms 1 to 2: number 1, C, carries -0.8112; number 2, C, carries 0.6560